[1]
Density functional theory data (ωB97M-V with the def2-TZVPD basis set) for 2 unconnected molecules or ions with the total composition C3H8N2O4 at a distorted geometry.

Geometry as XYZ:
```
17
Properties=species:S:1:pos:R:3:forces:R:3
N 0.822 -2.491 -0.040 -1.3 -1.2 0.6
C 0.200 -1.340 0.625 5.0 -0.4 -0.1
C -0.560 -0.469 -0.263 -0.1 2.8 -0.3
O -1.172 -0.872 -1.212 -0.4 -0.4 -0.2
N -0.566 0.969 0.053 -3.9 -3.5 -2.8
C -1.398 1.756 -0.875 2.2 1.3 3.0
O -0.995 2.877 -1.031 -0.2 0.2 -1.1
O -2.588 1.368 -1.278 0.4 1.2 -1.3
H 0.070 -3.111 -0.278 0.0 -0.6 -0.5
H 1.446 -2.443 -0.822 0.1 1.0 -0.2
H -0.548 -1.867 1.282 1.2 1.3 0.6
H 1.319 -0.756 0.866 -4.0 -1.1 0.8
H 0.245 1.406 0.380 1.2 0.6 0.4
H -3.032 0.768 -0.722 -0.4 -1.7 1.0
O 2.305 1.121 0.961 1.2 -5.9 -4.2
H 2.146 1.191 1.808 -1.2 0.9 6.8
H 2.307 1.894 0.547 0.2 5.4 -2.5
```
Forces are in eV/Å.

SMILES string = NCC(=O)NC(=O)O.O
Multiplicity = 1
LUMO level = 0.403 eV
Gap between HOMO and LUMO = 0.36019 Eh
Energy above the lowest of the compared OMol25 structures with the same formula, charge and spin = 70.9 kcal per mole



[2]
Density functional theory data (ωB97M-V with the def2-TZVPD basis set) for C21H29N5O2 in the gas phase.

Geometry as XYZ:
```
57
Properties=species:S:1:pos:R:3:forces:R:3
C -8.317 4.487 -3.269 0.0 0.0 0.0
C -7.631 3.614 -2.267 0.0 0.0 0.0
C -7.230 3.938 -0.956 0.0 0.0 0.0
N -6.637 2.920 -0.350 0.0 0.0 0.0
N -6.647 1.932 -1.249 0.0 0.0 0.0
C -6.033 0.660 -0.928 0.0 0.0 0.0
C -4.524 0.777 -0.774 0.0 0.0 0.0
C -3.886 -0.578 -0.500 0.0 -0.3 0.1
N -2.442 -0.490 -0.315 -0.1 0.7 -0.1
C -1.957 -0.091 0.916 0.4 -0.7 0.1
O -2.455 -0.467 1.957 -0.3 0.3 0.0
C -0.670 0.708 0.883 0.0 0.0 0.0
C 0.510 -0.106 0.348 0.0 0.0 0.0
C 0.827 -1.367 1.189 0.0 0.0 0.0
C 2.306 -1.223 1.555 0.0 0.0 0.0
N 2.837 -0.347 0.514 0.0 0.0 0.0
C 4.152 0.181 0.808 0.0 0.0 0.0
C 5.213 -0.892 0.812 0.0 0.0 0.0
C 5.253 -1.845 -0.203 0.0 0.0 0.0
C 6.232 -2.821 -0.212 0.0 0.0 0.0
C 7.200 -2.857 0.787 0.0 0.0 0.0
C 8.233 -3.940 0.719 0.0 0.0 0.0
N 9.385 -3.721 1.420 0.0 0.0 0.0
O 8.050 -4.965 0.092 0.0 0.0 0.0
C 7.158 -1.914 1.807 0.0 0.0 0.0
C 6.166 -0.943 1.819 0.0 0.0 0.0
C 1.822 0.682 0.367 0.0 0.0 0.0
C -7.232 2.305 -2.409 0.0 0.0 0.0
H -8.743 3.894 -4.078 0.0 0.0 0.0
H -9.129 5.051 -2.809 0.0 0.0 0.0
H -7.628 5.207 -3.714 0.0 0.0 0.0
H -7.358 4.872 -0.429 0.0 0.0 0.0
H -6.479 0.285 -0.005 0.0 0.0 0.0
H -6.289 -0.034 -1.730 0.0 0.0 0.0
H -4.103 1.214 -1.685 0.0 0.0 0.0
H -4.306 1.463 0.048 0.0 0.0 0.0
H -4.294 -1.016 0.411 0.0 0.0 0.0
H -4.094 -1.272 -1.317 0.0 0.0 0.0
H -1.971 -0.042 -1.090 0.0 0.0 0.0
H -0.815 1.608 0.276 0.0 0.0 0.0
H -0.468 1.019 1.908 0.0 0.0 0.0
H 0.307 -0.407 -0.682 0.0 0.0 0.0
H 0.196 -1.429 2.076 0.0 0.0 0.0
H 0.656 -2.270 0.605 0.0 0.0 0.0
H 2.415 -0.750 2.547 0.0 0.0 0.0
H 2.844 -2.170 1.578 0.0 0.0 0.0
H 4.397 0.924 0.042 0.0 0.0 0.0
H 4.163 0.708 1.779 0.0 0.0 0.0
H 4.496 -1.818 -0.977 0.0 0.0 0.0
H 6.265 -3.575 -0.987 0.0 0.0 0.0
H 9.652 -2.788 1.680 0.0 0.0 0.0
H 10.120 -4.394 1.283 0.0 0.0 0.0
H 7.871 -1.953 2.622 0.0 0.0 0.0
H 6.127 -0.225 2.630 0.0 0.0 0.0
H 1.988 1.271 -0.537 0.0 0.0 0.0
H 1.828 1.374 1.230 0.0 0.0 0.0
H -7.329 1.619 -3.235 0.0 0.0 0.0
```
Forces are in eV/Å.

SMILES string = Cc1cnn(CCCNC(=O)C[C@@H]2CCN(Cc3ccc(C(N)=O)cc3)C2)c1
Multiplicity = 1
LUMO level = 0.637 eV
Gap between HOMO and LUMO = 0.35120 Eh
Energy above the lowest of the compared OMol25 structures with the same formula, charge and spin = 32.1 kcal per mole



HOMO energy, respectively: -0.345, -0.328 hartree.